ORCA calculation (ωB97M-V/def2-TZVPD) on a molecular structure, C42H43Cl3N2O4PtS3.

Results
**Multiplicity**: 3
**Total charge**: +2
**Lowest unoccupied orbital energy (spin up / spin down)**: -5.735 / -7.156 eV
**Orbital gap (spin up / spin down)**: 0.2540 / 0.2018 hartree

Geometry as XYZ:
```
98
Properties=species:S:1:pos:R:3:forces:R:3
Pt -0.2786 0.2021 0.6930 0.6 0.3 0.4
O 1.7486 1.1004 -0.6048 -0.2 0.0 -0.1
S 3.3824 0.6350 -0.4880 0.1 -0.1 0.1
C 1.4472 2.4508 -0.3590 0.0 0.0 0.0
C 0.8826 3.1135 -1.5997 0.0 0.0 0.0
C -0.3241 2.4395 -2.2456 0.0 0.0 0.0
C -2.7513 1.6782 -1.9641 0.0 0.0 0.0
S -4.1522 1.4465 -0.8520 0.0 0.0 0.0
O -3.4238 0.5608 0.3673 0.0 0.0 0.0
C -3.0666 1.1869 1.5440 0.0 0.0 0.0
C -3.6182 2.3842 1.9785 0.0 0.0 0.0
C -3.2286 2.9052 3.2065 0.0 0.0 0.0
C -2.2876 2.2616 4.0043 0.0 0.0 0.0
C -1.7654 1.0530 3.5798 0.2 0.0 0.0
C -2.1387 0.5086 2.3472 -0.2 -0.2 -0.1
C 4.0265 1.3532 -1.9565 0.0 0.0 0.0
C 4.7208 2.5603 -1.8868 0.0 0.0 0.0
C 5.2259 3.1293 -3.0464 0.0 0.0 0.0
C 5.0263 2.5003 -4.2677 0.0 0.0 0.0
C 4.3401 1.2926 -4.3379 0.0 0.0 0.0
C 3.8492 0.7103 -3.1821 0.0 0.0 0.0
H 2.3440 2.9847 -0.0333 0.0 0.0 0.0
H 1.0628 2.1588 1.6462 0.1 0.1 0.0
H 1.7110 3.1094 -2.3126 0.0 0.0 0.0
H 0.6849 4.1652 -1.3814 0.0 0.1 0.0
H -0.0512 1.4351 -2.5781 0.0 0.0 0.0
H -0.6028 3.0082 -3.1361 0.0 0.0 0.0
H -2.4686 0.7255 -2.4160 0.0 0.1 0.0
H -3.1715 2.3147 -2.7519 0.0 0.0 0.0
H -4.3719 2.8848 1.3876 0.0 0.0 0.0
H -3.6976 3.8154 3.5601 0.0 0.0 0.0
H -2.0141 2.6703 4.9670 0.0 0.0 0.0
H -1.0832 0.4980 4.2109 0.0 0.0 0.0
H -1.9218 -0.5416 2.1554 -0.1 0.0 0.0
H 4.8808 3.0333 -0.9258 0.0 0.0 0.0
H 5.7815 4.0558 -2.9969 0.0 0.0 0.0
H 5.4234 2.9441 -5.1708 0.0 0.0 0.0
H 4.2126 0.7971 -5.2908 0.0 0.0 0.0
H 3.3469 -0.2479 -3.2142 0.0 0.0 0.0
Cl -0.8393 9.9540 -3.9234 0.0 0.0 0.0
C -0.8684 8.9708 -2.5097 0.0 0.0 0.0
C -1.0135 7.5963 -2.6297 0.0 0.0 0.0
C -1.0200 6.8241 -1.4818 0.0 0.0 0.0
C -0.8823 7.3762 -0.2101 0.1 0.0 0.0
C -0.8781 6.5539 1.0561 0.1 0.0 0.0
C -1.8010 5.3174 1.0669 0.0 0.0 0.0
N -1.2573 4.0597 0.4548 -0.1 0.0 -0.1
C -1.8704 3.5881 -0.6403 0.1 0.1 0.0
C -1.5346 2.3116 -1.3012 0.0 0.0 0.1
N 0.5038 2.3911 0.8281 -0.1 -0.4 -0.1
C -0.2845 3.4859 1.1774 -0.1 0.1 0.1
O 0.3954 6.1577 1.5532 -0.1 -0.2 0.0
C 1.5829 6.3189 0.7654 -0.1 0.0 0.0
C 2.2186 7.6667 0.8757 0.0 0.0 -0.1
C 2.6032 8.2479 2.0481 0.0 -0.1 0.1
Cl 2.4322 7.5854 3.6201 0.0 0.0 0.0
S 3.3354 9.7721 1.8243 0.0 0.1 0.0
C 3.1462 9.6578 0.1281 0.0 0.0 0.0
C 2.5453 8.4945 -0.2378 -0.1 0.0 0.0
C -0.7532 8.7657 -0.1319 0.0 0.0 0.0
Cl -0.5818 9.5560 1.3965 0.0 0.0 0.0
C -0.7473 9.5630 -1.2653 0.0 0.0 0.0
H -1.1283 7.1489 -3.6068 0.0 0.0 0.0
H -1.1504 5.7565 -1.5958 0.1 0.0 0.0
H -1.3192 7.1866 1.8303 0.0 0.0 0.0
H -2.7363 5.5477 0.5634 0.0 0.0 0.0
H -2.0212 5.0467 2.0985 0.0 0.1 0.0
H -2.6647 4.2176 -1.0182 0.0 0.0 0.0
H -1.2152 1.6142 -0.5103 -0.3 0.0 -0.2
H -0.1269 3.9273 2.1482 0.0 0.0 0.0
H 1.3820 6.1018 -0.2877 0.0 0.0 0.0
H 2.2599 5.5517 1.1535 0.0 0.0 0.0
H 3.4894 10.4572 -0.5079 0.0 0.0 0.0
H 2.3237 8.2326 -1.2639 0.0 0.0 0.0
H -0.6422 10.6344 -1.1733 0.0 0.0 0.0
C -3.8846 -1.2902 -5.0077 0.0 0.0 0.0
C -3.2539 -1.6158 -3.6871 0.0 0.0 0.0
C -4.0119 -2.1102 -2.6357 0.0 0.0 0.0
C -3.4418 -2.4266 -1.4115 0.0 0.0 0.0
C -4.3248 -2.9710 -0.3185 0.0 0.0 0.0
C -2.0635 -2.1831 -1.2232 -0.1 0.1 -0.1
C -1.5413 -2.4722 0.0913 0.0 0.1 0.1
O -0.6609 -1.8615 0.7218 -0.1 0.1 -0.1
C -1.2632 -1.7088 -2.2934 0.0 -0.2 0.0
C 0.2366 -1.6243 -2.2227 0.1 0.1 0.3
C -1.8789 -1.4443 -3.5009 -0.1 -0.1 0.0
H -4.8886 -1.7015 -5.0842 0.0 0.0 0.0
H -3.2866 -1.6767 -5.8327 0.0 0.0 0.0
H -3.9557 -0.2077 -5.1369 0.0 0.0 0.0
H -5.0727 -2.2749 -2.7789 0.0 0.0 0.0
H -5.3388 -3.0998 -0.6887 0.0 0.0 0.0
H -4.3699 -2.3000 0.5408 0.0 0.0 0.0
H -3.9810 -3.9455 0.0325 0.0 0.0 0.0
H -1.9996 -3.3047 0.6340 0.1 -0.1 0.0
H 0.6766 -2.5549 -1.8600 0.0 0.0 -0.1
H 0.5819 -0.8467 -1.5359 0.0 0.0 -0.1
H 0.6496 -1.4043 -3.2047 0.0 0.0 0.0
H -1.2712 -1.1324 -4.3430 0.0 0.0 0.0
```
Positions in Å, forces in eV/Å.